Record 1
Molecular formula: C25H44F6N4O3P2SSbSr
Method: DFT, ωB97M-V/def2-TZVPD

Cartesian coordinates (Å):
Sr  0.3687  0.5499  0.4552
C  -5.0381  -0.6682  -1.6148
P  -3.2877  -0.9725  -1.8830
C  -2.9482  -2.7097  -1.5891
C  -2.6271  -0.4462  -3.4593
C  -2.9069  -1.2429  -4.5726
C  -2.3481  -0.9311  -5.7996
C  -1.4952  0.1549  -5.9010
C  -1.2247  0.9496  -4.7997
C  -1.8032  0.6885  -3.5642
P  -1.5089  1.7236  -2.0764
C  -3.1192  2.5929  -1.9255
C  -0.5054  3.1038  -2.7271
H  -5.5752  -1.4683  -2.1356
H  -5.3378  0.2895  -2.0359
H  -5.2848  -0.7083  -0.5558
H  -3.4924  -3.2718  -2.3555
H  -3.2967  -3.0151  -0.6037
H  -1.8846  -2.9028  -1.6764
H  -3.5562  -2.1044  -4.4912
H  -2.5678  -1.5421  -6.6631
H  -1.0388  0.3874  -6.8534
H  -0.5525  1.7874  -4.9194
H  -3.5353  2.9016  -2.8832
H  -2.9408  3.4932  -1.3331
H  -3.8566  2.0134  -1.3753
H  -0.9716  3.5457  -3.6085
H  0.5119  2.7944  -2.9641
H  -0.4527  3.8670  -1.9496
N  2.2522  0.4416  2.2336
C  2.5312  1.8420  2.6139
C  1.2611  2.5704  3.0429
N  0.3963  2.8866  1.8813
H  2.1696  -0.1483  3.0540
H  3.0088  0.0638  1.6680
H  2.9583  2.3536  1.7473
H  3.2752  1.8862  3.4162
H  1.5626  3.4740  3.5853
H  0.6880  1.9447  3.7318
H  0.8435  3.6239  1.3444
H  -0.4778  3.2694  2.2257
C  3.9877  -4.4879  -0.8942
C  3.5036  -3.1804  -0.2291
N  2.0589  -3.1911  -0.0576
C  1.4048  -3.3066  -1.3514
C  1.8315  -4.6090  -2.0643
N  2.7706  -5.3311  -1.1434
C  2.0826  -5.6487  0.1541
C  1.6694  -4.3033  0.7909
H  4.6538  -5.0835  -0.2690
H  4.4575  -4.3358  -1.8662
H  3.7781  -2.3129  -0.8245
H  3.9657  -3.0723  0.7520
H  1.6542  -2.4319  -1.9529
H  0.3302  -3.3021  -1.1827
H  2.3792  -4.4411  -2.9924
H  1.0071  -5.2972  -2.2585
H  3.0589  -6.2034  -1.5829
H  2.7978  -6.2166  0.7499
H  1.2401  -6.2947  -0.0963
H  2.1463  -4.1868  1.7640
H  0.5907  -4.2735  0.9419
C  5.5728  2.8030  -6.2413
C  4.7737  2.3176  -5.0727
C  4.3798  3.1767  -4.0576
C  3.6554  2.7146  -2.9641
C  3.3163  1.3760  -2.8936
C  3.6987  0.4958  -3.8996
C  4.4162  0.9701  -4.9763
S  2.4426  0.7751  -1.4997
O  3.2725  -0.1123  -0.6965
O  2.0206  1.9611  -0.7237
O  1.2340  0.0551  -1.9714
H  5.6780  3.8848  -6.2297
H  5.1037  2.5171  -7.1816
H  6.5720  2.3680  -6.2291
H  4.6442  4.2239  -4.1136
H  3.3638  3.3919  -2.1766
H  3.4286  -0.5493  -3.8511
H  4.7118  0.2889  -5.7630
F  -0.8537  -1.5843  0.1890
Sb  -1.5885  -1.7407  2.0180
F  0.2345  -1.8914  2.4755
F  -1.8548  -3.5599  1.6472
F  -2.2354  -1.8416  3.7500
F  -3.2447  -1.2817  1.2309
F  -1.3121  0.1768  2.1644

Output
- Net charge: +2
- LUMO energy (alpha / beta): -4.598 / -7.474 eV
- Energy relative to the best compared isomer or geometry (same formula, charge and spin): 9.4 kcal/mol
- Spin multiplicity: 2
- E_HOMO (alpha / beta): -13.334 / -13.334 eV



Record 2
Molecular formula: C8H8O4S2
Method: DFT, ωB97M-V/def2-TZVPD

Cartesian coordinates (Å):
C  -1.1156  -0.6892  -0.7458
C  0.0712  -1.2929  -1.1620
C  -1.4526  0.3887  -0.0753
C  -2.5742  -1.3853  -1.2974
C  1.3645  -0.5183  -0.8409
C  1.3152  0.9839  -0.8350
C  0.6318  1.4541  0.4589
C  0.7459  -0.5137  2.4133
O  0.1400  -2.4076  -1.6586
O  -2.9725  -2.2255  -0.4933
O  -2.1880  1.1362  0.4517
O  -3.0286  -0.9197  -2.3530
S  0.4118  3.2550  0.4142
S  1.6315  1.0428  1.9948
H  1.6721  -1.1441  0.0195
H  1.9302  -0.7765  -1.7518
H  2.2906  1.4459  -0.8346
H  0.6153  1.4319  -1.5454
H  0.0280  -0.5263  1.5600
H  0.0591  -0.5155  3.2980
H  1.4346  -1.4487  2.3847
H  -1.0104  3.2249  0.5982

Output
- Net charge: -2
- LUMO energy: 5.089 eV
- Energy relative to the best compared isomer or geometry (same formula, charge and spin): 10.2 kcal/mol
- E_HOMO: -0.212 eV



Record 3
Molecular formula: C19H36F9KO9PS3
Method: DFT, ωB97M-V/def2-TZVPD

Cartesian coordinates (Å):
K  -23.4712  -1.3228  6.0075
C  -21.0813  -3.7117  3.5144
C  -20.2631  -2.5667  4.0323
C  -19.8032  -1.5629  2.9618
C  -20.9825  -0.8127  2.1932
P  -20.3659  0.3381  0.9602
C  -21.7650  0.6367  -0.1107
C  -22.9208  1.2709  0.6351
C  -24.0946  1.7049  -0.2867
C  -24.7225  0.4359  -0.9720
C  -19.6893  1.8618  1.7104
C  -19.2156  2.9350  0.7612
C  -18.5319  4.1274  1.3645
C  -18.1789  5.2111  0.2834
C  -19.0063  -0.4804  -0.0095
C  -19.4064  -1.7996  -0.6848
C  -18.3868  -2.2286  -1.7211
C  -16.9253  -2.4567  -1.2335
H  -22.0647  -3.3315  3.2380
H  -21.2678  -4.4798  4.2650
H  -20.5440  -4.1814  2.6905
H  -19.4404  -2.9342  4.6457
H  -20.9133  -2.1127  4.7801
H  -18.9745  -1.9459  2.3663
H  -19.2983  -0.8842  3.6493
H  -21.5121  -0.1276  2.8552
H  -21.7824  -1.5049  1.9303
H  -22.0788  -0.3421  -0.4736
H  -21.4023  1.1301  -1.0125
H  -22.6221  2.0860  1.2943
H  -23.3439  0.4750  1.2480
H  -23.6681  2.3325  -1.0693
H  -24.9756  2.2112  0.1078
H  -25.5268  0.7943  -1.6144
H  -25.1489  -0.2290  -0.2210
H  -23.9252  0.0423  -1.6026
H  -18.8541  1.4629  2.2862
H  -20.4509  2.2656  2.3775
H  -20.0830  3.2055  0.1591
H  -18.5040  2.5633  0.0240
H  -17.5833  3.9329  1.8650
H  -19.1682  4.5872  2.1207
H  -17.5561  4.7115  -0.4586
H  -17.7268  6.0301  0.8428
H  -19.0278  5.6417  -0.2479
H  -18.1549  -0.5363  0.6687
H  -18.8155  0.2333  -0.8110
H  -20.3740  -1.7397  -1.1830
H  -19.5550  -2.6000  0.0400
H  -18.3951  -1.4777  -2.5111
H  -18.7729  -3.1351  -2.1873
H  -16.4617  -1.4741  -1.1459
H  -16.3982  -2.9879  -2.0260
H  -16.8852  -3.0445  -0.3164
C  -21.5677  1.2358  10.4550
F  -20.6785  1.1113  11.4283
F  -22.8102  1.0658  10.9205
F  -21.4493  2.4069  9.7602
S  -21.1364  -0.1886  9.2527
O  -19.7928  0.1001  8.7264
O  -21.2316  -1.4073  10.1043
O  -22.0435  -0.1931  8.1149
C  -22.2359  3.7224  6.0707
F  -23.4604  4.1534  6.0873
F  -21.4445  4.6949  5.6028
F  -21.8626  3.6389  7.3247
S  -22.1168  2.1074  5.0378
O  -23.0364  1.1218  5.6005
O  -22.5288  2.5210  3.6836
O  -20.7172  1.5570  5.0601
C  -22.5292  -6.0767  7.2975
F  -23.5743  -6.7519  7.6817
F  -21.4140  -6.5559  7.8410
F  -22.4597  -6.1666  5.9913
S  -22.6847  -4.2426  7.8426
O  -24.0666  -3.7883  7.6416
O  -22.3367  -4.0538  9.2560
O  -21.7330  -3.4954  6.9884

Output
- Net charge: -1
- LUMO energy: 1.218 eV
- Energy relative to the best compared isomer or geometry (same formula, charge and spin): 28.6 kcal/mol
- E_HOMO: -4.755 eV



Record 4
Molecular formula: C14H11BCl4N2O
Method: DFT, ωB97M-V/def2-TZVPD

Cartesian coordinates (Å):
Cl  -4.1958  -2.8401  0.2184
B  -3.5400  -1.3700  -0.6795
Cl  -4.1778  -1.2248  -2.4449
Cl  -3.9243  0.2263  0.2333
O  -2.0602  -1.5286  -0.7100
C  -1.2394  -0.7333  -1.2741
C  0.0195  -1.2612  -1.7306
C  0.8191  -0.4679  -2.5625
C  2.0585  -0.9193  -2.9852
C  2.5220  -2.1754  -2.5451
Cl  4.1119  -2.6769  -2.9521
C  1.7066  -2.9921  -1.7423
C  0.4566  -2.5414  -1.3338
H  -1.5128  0.2945  -1.5276
H  0.4213  0.4983  -2.8672
H  2.6825  -0.3163  -3.6360
H  2.0724  -3.9672  -1.4419
H  -0.1805  -3.1764  -0.7305
C  1.3464  0.5504  3.3650
C  0.7733  0.1607  2.1470
C  0.1023  1.1187  1.3893
C  -0.0091  2.4313  1.9010
C  0.5662  2.8388  3.0936
C  1.2549  1.8691  3.8367
N  -0.7348  3.1345  0.9440
C  -1.0422  2.2791  -0.0776
N  -0.5166  1.0800  0.1458
H  1.8843  -0.1841  3.9659
H  0.8166  -0.8488  1.7441
H  0.4639  3.8810  3.3844
H  1.7226  2.1451  4.7839
H  -0.9879  4.1170  0.9823
H  -1.6794  2.5989  -0.8937

Output
- Net charge: 0
- LUMO energy: -1.306 eV
- Energy relative to the best compared isomer or geometry (same formula, charge and spin): 0.0 kcal/mol
- E_HOMO: -9.201 eV



Record 5
Molecular formula: C27H42N9O7
Method: DFT, ωB97M-V/def2-TZVPD

Cartesian coordinates (Å):
N  4.7348  -1.7871  2.4304
C  3.4477  -2.4363  2.2776
C  3.0983  -2.8186  0.8316
C  1.7881  -3.5935  0.6945
C  0.5323  -2.8644  1.1738
C  0.1175  -1.6677  0.3190
N  1.0598  -0.5680  0.4548
C  1.0827  0.4484  -0.4180
O  0.4507  0.4565  -1.4611
C  2.0027  1.6271  -0.0581
C  3.0801  1.7982  -1.1356
C  4.0311  0.6324  -1.1660
C  5.1600  0.6230  -0.3567
C  6.0475  -0.4393  -0.3996
C  5.8107  -1.5069  -1.2491
C  4.6816  -1.5106  -2.0506
C  3.7962  -0.4473  -2.0080
N  1.1616  2.8140  -0.0440
C  -0.0852  2.7505  0.4123
O  -0.5614  1.7773  0.9722
C  -0.9826  3.9825  0.1209
C  -0.6279  5.2047  0.9712
C  0.5631  5.9746  0.4386
O  1.3149  5.5775  -0.4156
O  0.6817  7.1485  1.0308
N  -2.3443  3.5766  0.3971
C  -2.9103  2.4838  -0.1496
O  -3.8468  1.9043  0.3840
C  -2.4255  2.0548  -1.5392
N  -3.3958  1.1667  -2.1258
C  -3.5020  -0.1665  -1.9901
O  -4.5535  -0.7291  -2.2437
C  -2.2546  -0.9369  -1.5293
C  -2.4303  -2.4435  -1.8371
C  -2.9586  -3.3520  -0.7213
C  -4.3530  -3.0055  -0.1783
N  -4.2525  -2.1723  1.0053
C  -4.7008  -0.9356  1.1937
N  -4.2338  -0.2589  2.2490
N  -5.6601  -0.4048  0.4376
N  -2.0933  -0.6394  -0.1178
C  -1.2308  -1.1135  0.7970
O  -1.5094  -1.0424  1.9870
H  4.8049  -0.9879  1.8080
H  5.4839  -2.4252  2.1852
H  3.4514  -3.3321  2.9038
H  2.6984  -1.7504  2.6852
H  3.9027  -3.4495  0.4437
H  3.0707  -1.9192  0.2135
H  1.8721  -4.5181  1.2696
H  1.6564  -3.8701  -0.3543
H  -0.2925  -3.5812  1.1626
H  0.6492  -2.5325  2.2058
H  0.0764  -1.9274  -0.7411
H  1.4474  -0.4377  1.3773
H  2.4595  1.4727  0.9277
H  2.5778  1.8905  -2.1008
H  3.6292  2.7200  -0.9326
H  5.3556  1.4596  0.2994
H  6.9291  -0.4273  0.2239
H  6.5074  -2.3303  -1.2904
H  4.4935  -2.3397  -2.7158
H  2.9202  -0.4475  -2.6401
H  1.4969  3.6643  -0.4862
H  -0.8807  4.2395  -0.9397
H  -1.4745  5.8946  1.0007
H  -0.4054  4.9125  2.0009
H  1.4467  7.6491  0.7006
H  -2.6596  3.7624  1.3427
H  -1.4545  1.5587  -1.4660
H  -2.3206  2.9343  -2.1793
H  -4.2626  1.6075  -2.4125
H  -1.3898  -0.5638  -2.0926
H  -3.1133  -2.5115  -2.6852
H  -1.4721  -2.8531  -2.1581
H  -2.9969  -4.3585  -1.1394
H  -2.2502  -3.3774  0.1093
H  -4.9239  -2.4974  -0.9546
H  -4.8777  -3.9240  0.0985
H  -3.5734  -2.4898  1.6859
H  -4.4828  0.7154  2.3268
H  -3.3052  -0.5109  2.5940
H  -5.9203  -0.8418  -0.4346
H  -5.8044  0.5915  0.5004
H  -2.7996  -0.0297  0.2738

Output
- Net charge: +1
- LUMO energy: -1.784 eV
- SMILES string: NCCCC[C@@H]1NC(=O)[C@@H](Cc2ccccc2)NC(=O)[C@H](CC(=O)O)NC(=O)CNC(=O)[C@H](CCCNC(N)=[NH2+])NC1=O
- E_HOMO: -10.913 eV



Record 6
Molecular formula: C2H2N2OS
Method: DFT, ωB97M-V/def2-TZVPD

Cartesian coordinates (Å):
C  1.1454  -1.2004  0.0578
C  -0.3845  1.2033  0.0319
N  0.0633  -1.7356  0.0106
N  -1.3064  0.3677  0.0970
O  -2.5013  0.1520  -0.0344
S  1.2525  0.6224  -0.0109
H  2.0701  -1.7083  0.1717
H  -0.3392  2.2990  -0.3236

Output
- Net charge: 0
- LUMO energy (alpha / beta): -2.230 / -2.228 eV
- Energy relative to the best compared isomer or geometry (same formula, charge and spin): 136.6 kcal/mol
- E_HOMO (alpha / beta): -8.570 / -8.570 eV